<i>
The following is a DFT calculation (ωB97M-V/def2-TZVPD) of 2 unconnected molecules or ions with the total composition CH6OP2.

Element x y z (Å)
1 C 1.357 -0.492 1.122
2 O 0.740 -1.545 1.164
3 P -1.397 0.118 -0.673
4 P -0.341 1.796 -0.712
5 H 1.333 0.387 1.728
6 H 2.221 -0.474 0.530
7 H -0.300 -0.970 -0.912
8 H -1.562 -0.244 0.616
9 H -2.644 0.040 -1.180
10 H -0.106 2.047 -2.184

Output
HOMO energy = -7.61 eV
Net charge = 0
HOMO-LUMO gap = 8.13 eV
SMILES string = P=[PH3].C=O

<ii>
The following is a DFT calculation (ωB97M-V/def2-TZVPD) of 2 unconnected molecules or ions with the total composition CH6OP2.

Element x y z (Å)
1 C 0.500 1.481 -0.174
2 O -1.858 -1.215 -0.393
3 P 2.133 -1.025 -0.192
4 P 1.118 0.268 1.094
5 H -0.161 2.113 0.360
6 H -0.196 0.872 -0.878
7 H 1.243 2.016 -0.851
8 H -2.834 -1.044 -0.361
9 H 1.981 -1.929 0.828
10 H -1.926 -1.536 0.567

Output
HOMO energy = -8.69 eV
Net charge = 0
HOMO-LUMO gap = 7.96 eV

The computed energies, referenced to the most stable structure and given in kJ/mol, are <i> 224.2; <ii> 0.0.

<i>
The following is a DFT calculation (ωB97M-V/def2-TZVPD) of 7 unconnected molecules or ions with the total composition C20H57N3O7.

Element x y z (Å)
1 C 4.197 2.213 2.088
2 C 3.990 0.906 2.894
3 O 5.294 0.420 3.203
4 H 4.614 3.009 2.697
5 H 3.171 2.469 1.814
6 H 4.807 1.990 1.217
7 H 3.434 0.165 2.320
8 H 3.494 1.209 3.821
9 H 5.202 -0.480 3.535
10 C -0.134 -2.099 1.440
11 C -0.737 -1.001 0.609
12 O 0.055 -0.755 -0.553
13 H -0.100 -3.011 0.845
14 H -0.705 -2.167 2.367
15 H 0.891 -1.818 1.697
16 H -0.815 -0.101 1.222
17 H -1.699 -1.320 0.202
18 H 0.740 -0.105 -0.298
19 C -0.431 -0.161 -5.098
20 C 0.056 -1.167 -4.047
21 O -0.935 -1.204 -3.034
22 H 0.058 -0.278 -6.068
23 H -0.314 0.866 -4.749
24 H -1.500 -0.284 -5.270
25 H 1.008 -0.818 -3.622
26 H 0.357 -2.151 -4.415
27 H -0.583 -0.850 -2.194
28 C -2.847 -0.650 4.553
29 C -2.199 0.418 5.419
30 O -2.821 1.683 5.242
31 H -2.259 -1.561 4.636
32 H -3.015 -0.280 3.539
33 H -3.882 -0.849 4.840
34 H -1.118 0.518 5.273
35 H -2.337 0.151 6.474
36 H -2.499 2.302 5.901
37 C -1.055 -5.617 -0.570
38 C -0.052 -5.457 -1.714
39 C 0.901 -6.630 -1.952
40 O 1.759 -6.308 -2.996
41 C 2.727 -7.314 -3.193
42 N -0.872 -5.322 -2.963
43 H -1.614 -4.708 -0.366
44 H -0.585 -5.979 0.351
45 H -1.679 -6.474 -0.833
46 H 0.542 -4.551 -1.550
47 H 0.286 -7.525 -2.113
48 H 1.399 -6.799 -0.986
49 H 2.255 -8.288 -3.348
50 H 3.550 -7.342 -2.477
51 H 3.229 -7.127 -4.147
52 H -0.128 -5.193 -3.650
53 H -1.316 -4.406 -2.917
54 C 2.811 1.042 -0.735
55 C 1.768 2.159 -0.706
56 C 1.155 2.263 -2.097
57 O 0.117 3.235 -2.130
58 C 0.531 4.569 -2.082
59 N 0.743 1.900 0.336
60 H 3.061 0.655 0.250
61 H 3.765 1.327 -1.182
62 H 2.451 0.190 -1.319
63 H 2.312 3.065 -0.421
64 H 0.605 1.358 -2.372
65 H 1.868 2.395 -2.916
66 H 1.035 4.879 -1.162
67 H -0.372 5.137 -2.304
68 H 1.244 4.843 -2.874
69 H -0.095 2.370 0.005
70 H 1.062 2.340 1.188
71 C -4.001 3.320 -0.092
72 C -2.956 2.845 0.897
73 C -2.208 4.034 1.567
74 O -1.541 4.743 0.535
75 C -0.918 5.905 0.988
76 N -3.491 1.861 1.787
77 H -4.566 4.137 0.367
78 H -4.721 2.553 -0.378
79 H -3.618 3.691 -1.043
80 H -2.147 2.280 0.425
81 H -1.508 3.748 2.362
82 H -2.898 4.743 2.049
83 H -0.426 5.810 1.963
84 H -1.617 6.743 1.117
85 H -0.187 6.270 0.267
86 H -4.290 2.055 2.368
87 H -2.756 1.368 2.267

Output
HOMO energy = -8.88 eV
Net charge = 0
HOMO-LUMO gap = 9.17 eV
SMILES string = COC[C@H](C)N.COC[C@H](C)N.COC[C@H](C)N.CCO.CCO.CCO.CCO

<ii>
The following is a DFT calculation (ωB97M-V/def2-TZVPD) of 7 unconnected molecules or ions with the total composition C20H57N3O7.

Element x y z (Å)
1 C -2.643 -1.983 -0.545
2 C -3.803 -2.358 0.366
3 O -4.160 -3.727 0.179
4 H -2.304 -0.944 -0.457
5 H -2.936 -2.078 -1.595
6 H -1.717 -2.557 -0.454
7 H -4.671 -1.788 0.041
8 H -3.526 -2.161 1.404
9 H -3.569 -4.256 0.725
10 C -2.280 3.467 6.006
11 C -0.788 3.329 5.826
12 O -0.248 4.686 5.948
13 H -2.794 4.264 5.470
14 H -2.542 3.514 7.061
15 H -2.771 2.585 5.570
16 H -0.524 3.027 4.809
17 H -0.315 2.748 6.617
18 H 0.639 4.644 6.319
19 C 4.705 2.622 -2.863
20 C 4.839 3.074 -1.440
21 O 5.342 4.366 -1.192
22 H 4.150 1.683 -2.835
23 H 5.625 2.454 -3.427
24 H 4.169 3.370 -3.454
25 H 5.270 2.256 -0.835
26 H 3.846 2.970 -0.967
27 H 4.790 4.787 -0.534
28 C 2.067 0.974 -5.406
29 C 1.237 2.218 -5.478
30 O 0.017 1.968 -6.193
31 H 3.039 1.059 -4.907
32 H 2.285 0.537 -6.384
33 H 1.645 0.123 -4.857
34 H 1.734 3.065 -5.950
35 H 0.956 2.576 -4.477
36 H -0.384 1.206 -5.761
37 C 2.480 -6.750 -0.451
38 C 2.861 -5.627 -1.374
39 C 1.795 -4.550 -1.475
40 O 0.789 -5.080 -2.335
41 C -0.246 -4.122 -2.595
42 N 4.076 -4.934 -0.860
43 H 2.289 -6.492 0.595
44 H 3.161 -7.602 -0.374
45 H 1.550 -7.184 -0.839
46 H 3.006 -6.091 -2.357
47 H 2.155 -3.585 -1.844
48 H 1.458 -4.308 -0.455
49 H -0.769 -4.054 -1.635
50 H -0.912 -4.577 -3.320
51 H 0.119 -3.128 -2.853
52 H 4.473 -4.443 -1.666
53 H 4.801 -5.643 -0.728
54 C -2.901 2.893 2.385
55 C -3.868 1.744 2.719
56 C -4.355 1.057 1.445
57 O -5.037 1.937 0.577
58 C -5.513 1.276 -0.559
59 N -3.143 0.781 3.550
60 H -2.038 2.542 1.829
61 H -2.675 3.411 3.316
62 H -3.467 3.673 1.867
63 H -4.648 2.159 3.358
64 H -5.073 0.248 1.654
65 H -3.500 0.502 1.029
66 H -5.945 2.009 -1.242
67 H -6.259 0.490 -0.395
68 H -4.689 0.829 -1.134
69 H -2.301 0.441 3.094
70 H -3.773 -0.006 3.698
71 C 2.742 1.216 1.628
72 C 1.221 1.341 1.357
73 C 0.581 0.396 0.392
74 O 1.353 0.321 -0.779
75 C 1.163 -0.830 -1.590
76 N 0.523 1.369 2.664
77 H 3.058 2.136 2.117
78 H 3.296 1.066 0.706
79 H 2.822 0.374 2.318
80 H 1.084 2.350 0.936
81 H -0.447 0.751 0.206
82 H 0.397 -0.593 0.840
83 H 0.998 -0.484 -2.610
84 H 0.342 -1.506 -1.341
85 H 2.099 -1.382 -1.504
86 H -0.374 1.815 2.442
87 H 0.858 2.123 3.263

Output
HOMO energy = -9.73 eV
Net charge = 0
HOMO-LUMO gap = 10.05 eV
SMILES string = COC[C@H](C)N.COC[C@H](C)N.COC[C@H](C)N.CCO.CCO.CCO.CCO

The computed energies, referenced to the most stable structure and given in kJ/mol, are <i> 0.0; <ii> 102.8.

<i>
The following is a DFT calculation (ωB97M-V/def2-TZVPD) of a single H2O4S2 molecule.

Element x y z (Å)
1 O 0.192 -0.772 -1.497
2 O -1.363 0.389 0.596
3 O -1.223 -1.057 0.505
4 O 1.570 -1.108 0.523
5 S 0.040 -3.328 -0.202
6 S 0.184 -1.508 -0.265
7 H -1.016 0.746 -0.168
8 H 1.423 -1.355 1.428

Output
HOMO energy = -10.32 eV
Net charge = 0
HOMO-LUMO gap = 10.57 eV
SMILES string = O=[S@](O)(=S)OO

<ii>
The following is a DFT calculation (ωB97M-V/def2-TZVPD) of 2 unconnected molecules or ions with the total composition H2O4S2.

Element x y z (Å)
1 O -1.327 0.216 -1.478
2 O 0.496 -1.630 -1.161
3 O 0.635 -1.999 0.159
4 O 0.377 -1.049 0.961
5 S -3.522 -0.975 -0.088
6 S -1.784 0.021 -0.013
7 H -0.191 -0.784 -1.288
8 H -2.427 1.318 -0.042

Output
HOMO energy (alpha / beta) = -10.48 / -10.00 eV
Net charge = 0
HOMO-LUMO gap (alpha / beta) = 9.60 / 6.43 eV

The computed energies, referenced to the most stable structure and given in kJ/mol, are <i> 0.0; <ii> 456.0.

<i>
The following is a DFT calculation (ωB97M-V/def2-TZVPD) of a molecular structure, C3H3N3OS.

Element x y z (Å)
1 C 0.603 0.302 0.026
2 C -1.240 -0.955 -0.294
3 C -1.248 0.674 1.308
4 H 3.606 0.309 -1.675
5 H -1.809 -1.800 -0.799
6 H -1.935 1.120 2.108
7 N 1.775 0.725 -0.308
8 N 0.048 -0.915 -0.487
9 N -0.116 1.000 1.097
10 O -2.016 -0.190 0.525
11 S 2.331 -0.271 -1.501

Output
HOMO energy = -8.34 eV
Net charge = 0
HOMO-LUMO gap = 8.66 eV

<ii>
The following is a DFT calculation (ωB97M-V/def2-TZVPD) of a single C3H3N3OS molecule.

Element x y z (Å)
1 C -0.914 0.251 -0.423
2 C 0.009 -0.171 0.615
3 C 1.432 -0.277 0.621
4 H -1.135 0.409 -3.251
5 H -1.925 0.534 -0.124
6 H 2.090 -0.362 -0.274
7 N -0.491 0.193 -1.639
8 N 1.923 -0.598 1.855
9 N 1.066 -0.526 2.780
10 O -1.531 0.711 -2.431
11 S -0.524 -0.165 2.270

Output
HOMO energy = -9.50 eV
Net charge = 0
HOMO-LUMO gap = 8.97 eV
SMILES string = O/N=C/c1cnns1

The computed energies, referenced to the most stable structure and given in kJ/mol, are <i> 0.0; <ii> 111.7.

<i>
The following is a DFT calculation (ωB97M-V/def2-TZVPD) of 2 unconnected molecules or ions with the total composition C7H13NO5S.

Element x y z (Å)
1 C -0.047 1.830 0.512
2 C -1.293 -0.461 -1.304
3 C -0.103 -0.993 -2.037
4 C 1.404 0.193 -0.539
5 C 0.234 0.393 0.428
6 C 0.807 2.684 1.345
7 C -1.076 -1.774 0.838
8 N -0.976 -0.434 0.224
9 O -3.220 2.347 0.945
10 O -0.957 2.298 -0.136
11 O -1.591 1.444 2.629
12 O -3.611 0.221 2.182
13 O 1.030 -0.056 -1.946
14 S -2.793 1.326 1.835
15 H -1.365 0.555 -1.667
16 H -2.213 -0.981 -1.324
17 H 0.112 -2.001 -1.726
18 H -0.213 -1.005 -3.094
19 H 2.119 1.006 -0.562
20 H 1.978 -0.640 -0.115
21 H 0.703 0.129 1.420
22 H 1.020 3.534 0.788
23 H 1.675 2.251 1.680
24 H 0.209 2.759 2.249
25 H -2.068 -1.945 1.091
26 H -0.710 -2.522 0.128
27 H -0.471 -1.783 1.736

Output
HOMO energy = -8.96 eV
Net charge = 0
HOMO-LUMO gap = 8.76 eV
SMILES string = CC(=O)[C@@H]1COCCN1C.O=S(=O)=O

<ii>
The following is a DFT calculation (ωB97M-V/def2-TZVPD) of a molecular structure, C7H13NO5S.

Element x y z (Å)
1 C 3.975 -2.769 1.593
2 H 4.372 -1.676 1.609
3 H 4.588 -3.387 0.899
4 H 3.818 -3.144 2.488
5 O 2.985 -2.542 0.721
6 C 2.473 -1.487 0.501
7 O 3.042 -0.473 0.883
8 C 1.200 -1.619 -0.458
9 C 0.615 -0.574 -0.939
10 C -0.728 -0.483 -1.610
11 H -0.610 -0.393 -2.693
12 H -1.097 -1.663 -1.758
13 C -1.613 0.591 -1.014
14 C -2.104 0.043 0.463
15 H -2.275 -0.907 0.455
16 H -2.793 0.701 0.983
17 H -1.083 0.374 1.175
18 H -2.666 0.390 -1.449
19 O -1.319 1.747 -1.256
20 S -2.186 2.864 -0.602
21 O -1.597 4.080 -1.462
22 O -3.540 2.392 -0.642
23 N -1.816 2.986 0.926
24 H -0.944 3.509 1.165
25 H -2.480 3.440 1.143
26 H 0.940 0.473 -0.747
27 H 0.844 -2.474 -0.376

Output
HOMO energy = -9.87 eV
Net charge = 0
HOMO-LUMO gap = 10.27 eV

The computed energies, referenced to the most stable structure and given in kJ/mol, are <i> 0.0; <ii> 568.2.

<i>
The following is a DFT calculation (ωB97M-V/def2-TZVPD) of 7 unconnected molecules or ions with the total composition C7H27NO6.

Element x y z (Å)
1 C 1.433 -0.725 -0.088
2 C 2.158 -1.954 0.504
3 C 0.331 -0.939 -1.075
4 N -0.986 -0.668 -0.376
5 C -1.731 -1.897 -0.080
6 C -3.185 -1.656 -0.274
7 C -3.325 -0.245 -1.092
8 C -1.811 0.232 -1.177
9 H 2.225 0.024 -0.446
10 H 1.190 0.016 0.752
11 H 1.715 -2.375 1.418
12 H 3.119 -1.496 0.855
13 H 2.258 -2.817 -0.282
14 H 0.356 -1.978 -1.398
15 H 0.481 -0.383 -2.028
16 H -1.561 -2.294 0.946
17 H -1.410 -2.693 -0.820
18 H -3.906 -1.574 0.536
19 H -3.647 -2.530 -0.790
20 H -3.850 0.432 -0.362
21 H -3.662 -0.054 -2.117
22 H -1.438 0.338 -2.214
23 H -1.770 1.227 -0.730
24 H 1.014 3.360 1.553
25 H 0.768 1.977 2.154
26 O 1.253 2.440 1.471
27 H 2.012 2.221 -0.038
28 H 3.186 1.340 -0.352
29 O 2.687 2.044 -0.782
30 H -0.742 -1.725 2.440
31 H -0.431 -0.270 1.868
32 O -0.450 -0.826 2.731
33 H -0.550 3.598 -1.556
34 H -1.026 4.062 -0.150
35 O -0.250 3.878 -0.695
36 H 0.974 -0.431 3.345
37 H 2.175 -1.372 3.426
38 O 1.946 -0.457 3.627
39 H 1.575 0.909 -3.587
40 H 1.703 1.767 -2.169
41 O 1.168 1.494 -2.944

Output
HOMO energy = -8.79 eV
Net charge = 0
HOMO-LUMO gap = 9.07 eV
SMILES string = CCCN1CCCC1.O.O.O.O.O.O

<ii>
The following is a DFT calculation (ωB97M-V/def2-TZVPD) of 7 unconnected molecules or ions with the total composition C7H27NO6.

Element x y z (Å)
1 C 1.765 -0.137 1.510
2 C 0.408 -0.151 0.820
3 C -0.850 0.093 1.688
4 C -2.060 0.327 0.848
5 C -3.029 -0.598 0.782
6 C -2.387 1.744 0.397
7 C -1.953 2.894 1.303
8 N 0.303 -1.399 0.031
9 H 2.587 -0.585 0.956
10 H 2.086 0.913 1.527
11 H 1.702 -0.448 2.546
12 H 0.353 0.634 0.058
13 H -0.959 -0.802 2.309
14 H -0.600 0.911 2.361
15 H -3.971 -0.312 0.339
16 H -2.783 -1.595 1.134
17 H -1.787 1.861 -0.507
18 H -3.437 1.820 0.115
19 H -0.871 2.802 1.382
20 H -1.978 3.842 0.762
21 H -2.396 2.933 2.294
22 H -0.548 -1.301 -0.508
23 H 0.384 -2.250 0.573
24 H 0.383 3.267 -1.490
25 H 0.417 2.582 -2.821
26 O -0.188 3.027 -2.222
27 H 2.315 2.195 -0.282
28 H 2.930 1.583 -1.530
29 O 2.240 2.195 -1.243
30 H 1.801 -2.510 -0.868
31 H 2.639 -3.191 0.103
32 O 2.245 -3.372 -0.758
33 H 2.264 -3.257 2.395
34 H 1.178 -4.377 1.894
35 O 1.386 -3.455 2.061
36 H -0.966 -1.337 -3.468
37 H -1.915 -1.890 -2.277
38 O -1.034 -1.828 -2.647
39 H 1.018 0.319 -3.371
40 H 1.461 -0.977 -2.903
41 O 1.846 -0.173 -3.290

Output
HOMO energy = -8.94 eV
Net charge = 0
HOMO-LUMO gap = 9.26 eV
SMILES string = C=C(CC)C[C@@H](C)N.O.O.O.O.O.O

The computed energies, referenced to the most stable structure and given in kJ/mol, are <i> 102.7; <ii> 0.0.

<i>
The following is a DFT calculation (ωB97M-V/def2-TZVPD) of a molecular structure, C2HOS2.

Element x y z (Å)
1 C -0.355 0.644 -0.089
2 C 0.395 -0.468 0.028
3 O -0.333 1.085 -1.404
4 S -0.866 -2.421 0.649
5 S 1.998 -0.202 0.265
6 H -0.840 1.362 0.551

Output
HOMO energy = -3.87 eV
Net charge = -1
HOMO-LUMO gap = 6.76 eV

<ii>
The following is a DFT calculation (ωB97M-V/def2-TZVPD) of a gas-phase ion, C2HOS2 (charge -1).

Element x y z (Å)
1 C 0.542 -0.004 0.087
2 C -0.835 -0.079 -0.378
3 O -1.493 -0.329 -1.358
4 S 2.053 1.030 0.119
5 S -1.248 0.334 1.179
6 H 0.981 -0.952 0.351

Output
HOMO energy = -3.62 eV
Net charge = -1
HOMO-LUMO gap = 7.20 eV
SMILES string = O=C1S[C@@H]1[S-]

The computed energies, referenced to the most stable structure and given in kJ/mol, are <i> 286.6; <ii> 0.0.

<i>
The following is a DFT calculation (ωB97M-V/def2-TZVPD) of a single ClH2O2P molecule.

Element x y z (Å)
1 O 0.754 -0.850 -0.418
2 O 0.314 1.590 -0.316
3 P -0.116 0.274 0.285
4 Cl -2.104 -0.264 0.203
5 H 1.109 -0.769 -1.389
6 H 0.042 0.019 1.635

Output
HOMO energy = -11.09 eV
Net charge = 0
HOMO-LUMO gap = 11.56 eV
SMILES string = O=[P@H](O)Cl

<ii>
The following is a DFT calculation (ωB97M-V/def2-TZVPD) of a single ClH2O2P molecule.

Element x y z (Å)
1 O -0.260 0.985 -0.335
2 O -0.832 -1.219 0.365
3 P 0.444 -0.134 0.742
4 Cl 1.904 -0.873 -0.307
5 H 0.128 1.877 -0.359
6 H -1.385 -0.635 -0.107

Output
HOMO energy = -9.94 eV
Net charge = 0
HOMO-LUMO gap = 10.56 eV
SMILES string = OP(O)Cl

The computed energies, referenced to the most stable structure and given in kJ/mol, are <i> 0.0; <ii> 19.8.